The following is a DFT calculation (wB97M-V/def2-TZVPD) of a 4-piece molecular cluster, C13H27IO6S overall.

Structure (XYZ):
```
48
Properties=species:S:1:pos:R:3
C -1.66566 -1.29066 4.92800
O -0.88016 -0.30826 4.16475
S -0.52893 -0.84073 2.58384
O 0.67507 0.05793 2.10723
O -1.80056 -0.43671 1.47842
I -2.80765 1.12919 2.35517
H -1.58561 -0.95929 6.07130
H -1.24355 -2.40414 4.85366
H -2.79826 -1.36559 4.60820
C 3.42335 -2.51817 0.36704
C 4.09794 -3.47476 1.31604
C 3.09369 -3.56254 2.44449
O 1.79701 -3.36619 1.86381
C 1.96616 -2.89584 0.51942
H 3.77873 -2.59748 -0.66345
H 3.57967 -1.48711 0.70589
H 4.20903 -4.45502 0.83769
H 5.08479 -3.14244 1.64801
H 3.25351 -2.76842 3.18151
H 3.12444 -4.52737 2.95891
H 1.69575 -3.71394 -0.15706
H 1.29281 -2.05408 0.33574
C -6.08435 2.13005 -1.71415
C -5.23972 3.23982 -2.28488
C -4.34464 3.58985 -1.11614
O -4.16141 2.38661 -0.35734
C -5.09692 1.40547 -0.82577
H -6.53008 1.48216 -2.47312
H -6.89277 2.55385 -1.10654
H -4.63612 2.85644 -3.11601
H -5.81988 4.09186 -2.64814
H -4.81725 4.32933 -0.46103
H -3.37200 3.97633 -1.43404
H -4.53612 0.65144 -1.38878
H -5.57807 0.91813 0.02668
C 3.24150 2.01800 -1.96108
C 2.63058 0.79816 -1.32115
C 2.25743 -0.03823 -2.52567
O 3.20718 0.26858 -3.55570
C 3.95588 1.42470 -3.15562
H 3.90907 2.57434 -1.29828
H 2.44889 2.69638 -2.29858
H 3.38629 0.27547 -0.72300
H 1.77735 1.02081 -0.67544
H 1.26229 0.22502 -2.89952
H 2.27798 -1.11112 -2.31365
H 4.96541 1.09305 -2.88939
H 4.02792 2.12509 -3.99226
```

- HOMO (eV) = -9.3

The following is a DFT calculation (wB97M-V/def2-TZVPD) of a 8-piece molecular cluster, C13H28ClO17 overall.

Structure (XYZ):
```
59
Properties=species:S:1:pos:R:3
Cl -0.62994 -0.35105 0.91386
O 0.31443 -1.43557 1.01893
O -0.22651 0.47582 -0.20445
O -1.97473 -0.80572 0.69076
O -0.59704 0.41528 2.14428
C -0.37583 3.97802 0.47663
C 0.18758 4.20237 1.88865
O 0.31885 5.62238 1.97203
C 0.11265 6.18756 0.76735
O 0.30503 7.33191 0.50699
O -0.36562 5.27543 -0.11600
H -1.39126 3.58161 0.47622
H 0.22599 3.27219 -0.09577
H 1.16797 3.74561 2.00106
H -0.50241 3.84749 2.64871
C 2.71339 -0.12141 3.73198
C 2.66110 0.94665 2.61831
O 4.03972 1.25647 2.39254
C 4.82748 0.58635 3.25465
O 6.01370 0.63728 3.28005
O 4.08535 -0.15318 4.11340
H 2.43763 -1.10372 3.35394
H 2.05582 0.12604 4.56181
H 2.12830 1.84327 2.92144
H 2.22743 0.51011 1.72235
C -1.48411 -2.99788 -2.34303
C -0.78967 -4.30268 -1.90154
O -1.83394 -5.27482 -2.07782
C -3.02603 -4.64713 -2.16110
O -4.08022 -5.18729 -2.12016
O -2.85796 -3.30480 -2.33513
H -1.11120 -2.56853 -3.27326
H -1.19012 -2.30354 -1.55306
H -0.54277 -4.17701 -0.84955
H 0.04726 -4.62423 -2.51075
O 1.79850 -3.41882 2.47294
H 1.57649 -2.68101 1.89259
H 0.96223 -3.62662 2.89748
O -2.77496 2.14511 1.45662
H -2.89368 1.61584 0.65546
H -2.06877 1.68347 1.92411
C 3.16491 -2.51412 -3.01695
C 2.09738 -2.00011 -2.03854
O 2.51909 -0.83540 -1.34665
H 2.73738 -2.57734 -4.01772
H 3.44112 -3.53321 -2.73497
H 4.08521 -1.93652 -3.03358
H 1.85403 -2.80023 -1.33156
H 1.19774 -1.74019 -2.60615
H 1.73458 -0.29469 -1.20341
C -3.66483 2.26534 -2.16848
C -3.46627 0.82347 -1.79903
O -4.15031 0.53676 -0.58061
H -3.08779 2.90928 -1.49699
H -4.69842 2.59870 -2.18213
H -3.22390 2.43682 -3.15550
H -2.41086 0.54080 -1.73031
H -3.87578 0.16601 -2.58319
H -3.74341 -0.24662 -0.18775
```

- HOMO (eV) = -8.0
- net charge = -1

The following is a DFT calculation (wB97M-V/def2-TZVPD) of a 2-piece molecular cluster, C13H28F2N3O3S overall.

Structure (XYZ):
```
50
Properties=species:S:1:pos:R:3
N 1.26580 -2.04482 -2.05600
C -0.17350 -1.73182 -2.02386
C -0.72092 -1.96502 -3.43293
C -1.07755 -0.66971 -4.20318
C -0.08090 -0.33322 -5.30655
N 1.32104 -0.29104 -4.87988
F 2.18275 -0.58682 -5.90731
S 1.81763 1.14370 -4.13003
O 1.45725 2.30280 -4.84966
O 3.19582 1.04394 -3.90075
F 1.15247 1.12874 -2.73792
H 1.71394 -1.79830 -1.18044
H 1.72612 -1.55358 -2.81148
H -0.60630 -2.37824 -1.26146
H -0.37722 -0.69145 -1.73881
H -1.65996 -2.51136 -3.32405
H -0.05057 -2.59773 -4.01138
H -1.29537 0.16810 -3.54145
H -2.01200 -0.88111 -4.72446
H -0.14223 -1.15148 -6.02227
H -0.35647 0.57279 -5.85315
C -1.13321 -1.22682 3.54652
C 0.21500 -0.66671 3.02545
C 0.84747 0.24151 4.08411
C 0.15759 1.59654 4.21977
C 0.04367 2.28384 2.86011
C -0.61500 1.40075 1.79922
N 0.00511 0.04803 1.73113
O 1.14900 0.15333 1.13395
C -2.12523 1.29564 2.08879
C -0.54834 2.10368 0.43995
C 1.10733 -1.89364 2.84380
H -1.00021 -2.20222 4.01324
H -1.59575 -0.58905 4.29965
H -1.84565 -1.37298 2.73482
H 1.89900 0.41528 3.83387
H 0.84369 -0.26952 5.04953
H -0.83020 1.48297 4.67506
H 0.73113 2.22943 4.90000
H -0.52299 3.21139 2.96646
H 1.04576 2.57407 2.52872
H -2.60590 0.59426 1.40485
H -2.60293 2.26600 1.95260
H -2.35499 0.98980 3.10691
H 0.47210 2.35041 0.14956
H -1.10131 3.04183 0.47691
H -0.98618 1.48723 -0.34808
H 0.69989 -2.56781 2.08757
H 1.17430 -2.44168 3.78320
H 2.12413 -1.63000 2.55755
```

- spin multiplicity = 2
- HOMO (spin up / spin down) (eV) = -8.8 / -9.0
- ⟨S²⟩ = 0.754

The following is a DFT calculation (wB97M-V/def2-TZVPD) of a 2-piece molecular cluster, C13H28FN2O7PS overall.

Structure (XYZ):
```
53
Properties=species:S:1:pos:R:3
N -1.39009 3.35935 -2.42927
C -0.00282 3.44859 -2.80319
C 0.57032 2.24983 -3.67004
P 1.05568 2.91893 -5.31311
O -0.05568 3.24701 -6.23105
O -0.45085 1.23822 -3.76844
C -0.31334 0.40603 -2.71020
O -1.08136 -0.40922 -2.36594
O 0.88087 0.66724 -2.07169
C 1.65294 1.38935 -2.99111
F 2.04762 0.45169 -3.96957
C 2.96611 1.89945 -2.43202
C 2.95353 2.75857 -1.15759
C 2.92213 1.93038 0.13959
S 1.34292 1.95330 0.97400
O 0.34369 2.60071 0.16506
O 1.53701 2.39638 2.32198
O 1.05091 0.38289 0.94622
H -2.00400 3.24028 -3.22456
H -1.57254 2.64114 -1.74014
H 0.57468 3.56376 -1.88584
H 0.12207 4.36960 -3.38742
H 1.80453 4.02851 -4.86854
H 2.03636 2.04151 -5.80095
H 3.49873 2.40731 -3.24600
H 3.53677 0.98598 -2.22156
H 2.13473 3.47803 -1.14491
H 3.87457 3.35190 -1.15136
H 3.18172 0.88550 -0.05297
H 3.63381 2.31495 0.87673
H 0.10866 0.25461 1.16260
C 0.59807 -3.12506 1.93370
C -0.36543 -3.40245 3.07533
N -1.36611 -2.35691 3.22357
C -2.11006 -2.43746 4.46909
C -3.00913 -3.65821 4.69628
C -2.14870 -2.06081 2.03370
C -2.94537 -3.20237 1.39024
H 1.05765 -2.14311 2.05835
H 1.39022 -3.87440 1.91205
H 0.10161 -3.15271 0.96294
H 0.19879 -3.44051 4.01118
H -0.80380 -4.40377 2.93973
H -2.71139 -1.52843 4.55826
H -1.37801 -2.39173 5.28120
H -3.91745 -3.61710 4.09638
H -3.31281 -3.69794 5.74406
H -2.49211 -4.59148 4.46966
H -1.47194 -1.65797 1.27395
H -2.82607 -1.24022 2.28469
H -2.35406 -4.11634 1.31864
H -3.23740 -2.92140 0.37692
H -3.85617 -3.43141 1.94140
```

- energy relative to the best compared isomer or geometry (same formula, charge and spin) (kJ/mol) = 0.00
- HOMO (eV) = -8.2
- SMILES string = NC[C@]1([PH2]=O)OC(=O)O[C@]1(F)CCCS(=O)(=O)O.CCN(CC)CC

The following is a DFT calculation (wB97M-V/def2-TZVPD) of a 2-piece molecular cluster, C13H28FN4O2 overall.

Structure (XYZ):
```
48
Properties=species:S:1:pos:R:3
C 2.49672 5.45926 0.02421
O 1.30335 5.16630 -0.83183
C 1.31901 3.68218 -0.92343
N -0.04147 3.03782 -0.76319
N -1.26490 3.62167 -0.36113
C -2.29636 2.47389 -0.36284
N -3.65073 2.56050 -0.04534
C -4.61893 1.39805 -0.03341
C -5.00539 1.08539 1.55495
F -5.85601 1.73312 -0.83237
N -1.66651 1.12142 -0.75702
C -0.24023 1.55802 -1.01411
C 0.77561 0.36967 -1.50807
C 2.20251 0.29439 -0.70424
C 2.41536 -1.15032 0.10909
C 2.33865 -2.45175 -0.88774
C 1.34818 -1.17223 1.35668
H 3.44536 4.87987 -0.40081
H 2.23447 5.12385 1.13599
H 2.77400 6.59696 0.05757
H 1.78172 3.37840 -1.95480
H 1.98014 3.28791 -0.01411
H -1.43950 4.64084 -0.11292
H -4.03731 3.50965 0.23683
H -4.19894 0.40833 -0.52909
H -4.93526 -0.06007 1.82535
H -4.25089 1.71859 2.21026
H -6.09789 1.45123 1.81652
H 0.98510 0.35970 -2.67531
H 0.21440 -0.66094 -1.28925
H 3.05476 0.29174 -1.53807
H 2.38173 1.14719 0.07698
H 3.50424 -1.07222 0.57666
H 3.05849 -2.23184 -1.80364
H 2.67781 -3.38492 -0.26684
H 1.24696 -2.59272 -1.32307
H 0.33367 -0.60578 1.09832
H 1.81910 -0.56221 2.25944
H 1.19002 -2.28613 1.68109
C -0.34453 -5.81357 1.17740
C 0.40266 -5.76440 -0.13922
O 1.73233 -5.31392 0.07416
H -0.36388 -4.82423 1.64606
H -1.37300 -6.15479 1.02966
H 0.15354 -6.48919 1.88044
H -0.08568 -5.07169 -0.83094
H 0.43762 -6.75268 -0.60782
H 2.15990 -5.94031 0.68296
```

- HOMO (eV) = -12.3
- net charge = +1

The following is a DFT calculation (wB97M-V/def2-TZVPD) of C13H28FO5V as an isolated structure.

Structure (XYZ):
```
48
Properties=species:S:1:pos:R:3
V -0.03108 -0.77864 0.51726
C -0.70434 0.46459 -3.76070
C -0.79651 -0.70443 -2.80996
O -0.37859 -0.40839 -1.50500
H -0.84892 0.27378 -4.82408
H 0.27179 0.94349 -3.83769
H -1.42854 1.25456 -3.56175
H -0.22892 -1.56223 -3.17067
H -1.84384 -0.98482 -2.69780
C -4.12795 -1.71050 1.32232
C -3.02043 -2.42470 0.53567
O -1.75032 -1.97003 0.88663
H -4.69614 -1.01409 0.70565
H -3.76048 -1.03785 2.09731
H -4.89145 -2.37466 1.72733
H -3.12186 -2.25663 -0.53650
H -2.99749 -3.49479 0.74179
F 0.60938 -0.85356 2.46035
C -2.93218 2.58988 1.43310
C -1.75552 1.81754 1.88089
O -1.14768 1.00223 1.11772
C -1.39275 2.09837 3.31902
H -3.86664 2.09687 1.70111
H -2.86845 2.84315 0.37485
H -2.99668 3.52337 1.99216
H -2.26143 1.86088 3.93310
H -1.06397 3.13262 3.42068
H -0.60724 1.43452 3.68009
C 1.24290 2.92166 -0.69610
C 2.04913 1.80681 -0.00044
O 1.47776 0.85163 0.42046
C 3.45442 2.17355 0.31228
H 1.49317 2.96271 -1.75619
H 1.41753 3.89122 -0.22968
H 0.18965 2.67379 -0.56446
H 3.59333 3.10588 0.85961
H 4.05345 2.20750 -0.59773
H 3.90779 1.50439 1.04356
C 3.05297 -2.64575 -1.94902
C 2.65178 -2.57492 -0.44015
O 1.61898 -2.00053 -0.16965
C 3.60857 -3.10427 0.71036
H 4.03179 -2.23417 -2.19525
H 2.46161 -2.02199 -2.61933
H 2.97596 -3.61278 -2.44603
H 3.05763 -2.87204 1.62175
H 4.57418 -2.60606 0.79688
H 3.72573 -4.18698 0.75642
```

- energy relative to the best compared isomer or geometry (same formula, charge and spin) (kJ/mol) = 0.00
- spin multiplicity = 4
- HOMO (spin up / spin down) (eV) = -12.0 / -12.0
- ⟨S²⟩ = 3.773
- net charge = +1

The following is a DFT calculation (wB97M-V/def2-TZVPD) of C13H28IrNO4P2 as an isolated structure.

Structure (XYZ):
```
49
Properties=species:S:1:pos:R:3
C -0.71969 0.85370 -3.73271
C -0.76054 0.36686 -2.41229
N 0.13937 0.83095 -1.48234
C 0.85308 1.93625 -1.76143
C 0.82998 2.51528 -3.02388
C 0.05623 1.95786 -4.03501
C -1.68540 -0.62975 -1.96740
P -1.96311 -0.63713 -0.18871
Ir 0.15762 -0.13630 0.59030
P 1.86092 1.31176 0.71410
C 1.66098 2.52983 -0.63812
O -0.56511 -3.16822 -2.50855
O 0.59457 -3.19907 -0.31510
H -1.35364 0.34751 -4.45887
H 1.39937 3.44040 -3.16749
H 0.02177 2.39740 -5.01708
C -3.34343 0.48440 0.06758
C -2.52538 -2.25046 0.36173
H 2.63250 2.86760 -0.99639
H 1.17339 3.41902 -0.22681
H -0.95851 -2.27892 -2.35242
H -2.56009 -0.83331 -2.59817
C 2.12634 2.20839 2.25910
C 3.45530 0.49554 0.31793
H 0.63928 -2.13646 0.03154
H 0.53044 -3.84224 0.42246
H 0.03789 -3.34306 -1.17348
H 0.14214 -3.02369 -3.16051
H -1.10562 0.85857 0.77938
H 1.30902 -1.05020 0.03090
H -4.20679 0.09397 -0.48441
H -3.53363 0.52816 1.14544
H -3.08107 1.48073 -0.30998
H -3.38051 -2.53047 -0.26015
H -1.73272 -3.00964 0.28405
H -2.83379 -2.15465 1.41200
H 4.27224 1.22231 0.25349
H 3.66889 -0.24180 1.10241
H 3.35826 -0.03759 -0.63636
H 2.89913 2.98012 2.14409
H 1.17014 2.65496 2.56713
H 2.43538 1.48450 3.02660
C -0.12194 -0.96252 4.79302
C -0.23773 -0.26743 3.45900
O -0.61864 0.90792 3.34921
O 0.12714 -1.04787 2.45409
H -0.53081 -0.30740 5.57655
H 0.92678 -1.17924 5.00273
H -0.66002 -1.90658 4.76286
```

- energy relative to the best compared isomer or geometry (same formula, charge and spin) (kJ/mol) = 0.00
- spin multiplicity = 5
- HOMO (spin up / spin down) (eV) = -3.1 / -5.9
- ⟨S²⟩ = 6.028

The following is a DFT calculation (wB97M-V/def2-TZVPD) of a 2-piece molecular cluster, C13H28N4O4S overall.

Structure (XYZ):
```
50
Properties=species:S:1:pos:R:3
C -2.85398 -0.11820 -3.76943
C -2.82689 0.03273 -2.22878
N -2.16293 -1.16826 -1.62785
C -0.75037 -0.83797 -1.43821
C 0.13593 -2.05619 -1.17447
C 1.22765 -1.76871 -0.11852
C 1.90899 -0.39973 -0.40909
N 1.61054 0.60060 0.65706
C 2.17731 1.96183 0.36796
C 1.10270 3.02853 0.50693
C 0.08345 3.05961 -0.63881
S 0.79975 3.10652 -2.31559
C 2.12584 0.01943 1.92233
C 1.34416 -1.25623 2.28860
N 0.59386 -1.84278 1.18046
C -2.78910 -1.43378 -0.36581
C -3.79275 -2.54984 -0.32862
O -2.55626 -0.81600 0.60657
H -2.12012 0.52396 -4.24976
H -2.55915 -1.13516 -3.99883
H -3.83373 0.12366 -4.16674
H -3.81818 0.17494 -1.81304
H -2.23604 0.92489 -2.02482
H -0.41189 -0.37468 -2.36325
H -0.67110 -0.05848 -0.66992
H -0.49745 -2.83894 -0.76612
H 0.61642 -2.42084 -2.07505
H 1.98900 -2.53630 -0.22493
H 1.71754 0.00865 -1.39674
H 2.98209 -0.55110 -0.35052
H 0.60118 0.70374 0.79269
H 2.63444 1.95613 -0.61499
H 2.93961 2.18266 1.10458
H 1.57167 3.98804 0.68126
H 0.54380 2.78909 1.41616
H -0.57512 2.19931 -0.57570
H -0.52287 3.95320 -0.55611
H 0.85257 1.81170 -2.68670
H 2.06763 0.73985 2.73771
H 3.17990 -0.21436 1.81755
H 1.98509 -1.96698 2.79502
H 0.61293 -0.96844 3.03953
H -0.36414 -1.51518 1.15336
H -3.50033 -3.33497 -1.01873
H -4.77949 -2.16610 -0.57022
H -3.84215 -2.98189 0.66448
N 2.51857 0.85805 5.21883
O 3.74255 0.74524 5.01100
O 1.84417 -0.14195 5.53506
O 1.95471 1.96068 5.04021
```

- energy relative to the best compared isomer or geometry (same formula, charge and spin) (kJ/mol) = 27.40
- HOMO (eV) = -7.1

The following is a DFT calculation (wB97M-V/def2-TZVPD) of C13H28NO5RbSi2 as an isolated structure.

Structure (XYZ):
```
50
Properties=species:S:1:pos:R:3
Rb -0.28345 -0.52052 -0.62083
O 1.91572 0.98059 1.21475
C 2.58523 -0.13820 1.79676
C 1.66697 -1.04094 2.60168
N 0.60574 -1.66237 1.82753
C 1.05653 -2.90091 1.17020
C 2.14011 -2.70817 0.07231
O 3.28984 -3.10493 0.34656
O 1.73945 -2.16102 -0.98870
C -0.56422 -1.94618 2.65973
C -1.86011 -2.36518 1.91437
O -2.65885 -3.03402 2.59318
O -1.98951 -1.95179 0.73415
H 1.02791 1.06370 1.58139
H 3.36554 0.22924 2.47701
H 3.07461 -0.68405 0.99189
H 1.20088 -0.42537 3.38077
H 2.28717 -1.79338 3.12032
H 0.17280 -3.34703 0.71277
H 1.45225 -3.59134 1.93299
H -0.81793 -1.03022 3.20469
H -0.34270 -2.71565 3.41715
C 0.99170 4.26553 0.32098
Si -0.38052 3.86464 -0.91927
C -1.07282 5.59533 -1.36917
C 0.50319 3.34945 -2.52161
C -1.55834 2.66744 -0.30647
Si -3.12078 2.17773 -1.03095
C -2.95432 1.44329 -2.78052
C -4.41562 3.56102 -1.30649
C -4.03763 0.90835 0.02033
H 1.64178 5.05791 -0.06541
H 1.60880 3.39519 0.55178
H 0.55200 4.62289 1.25806
H -0.27608 6.26780 -1.71142
H -1.55004 6.04215 -0.49189
H -1.82940 5.53649 -2.15708
H 1.19115 4.13449 -2.85478
H -0.20798 3.16160 -3.33152
H 1.08081 2.43377 -2.36993
H -1.59908 2.64887 0.79041
H -2.48639 2.15361 -3.46903
H -3.93901 1.18468 -3.18451
H -2.34584 0.53480 -2.78946
H -4.04776 4.33222 -1.98945
H -4.64270 4.04856 -0.35377
H -5.34803 3.15535 -1.71794
H -3.47953 -0.01581 0.19152
H -4.99881 0.64430 -0.43448
H -4.25094 1.34234 1.00304
```

- HOMO (eV) = -1.2
- net charge = -2